Molecular formula: C2Cl2F2N2
Method: DFT, ωB97M-V with the def2-TZVPD basis set

Summary:
LUMO   0.059 eV
Frontier orbital gap   11.4 eV
E   -1305.648054 Ha
Strongest force on any atom   0.0860 Eh/bohr
Relative energy (zero: lowest compared OMol25 entry of this formula, charge and spin)   3.0 kcal/mol

Each atom is followed by the atoms it is bonded to, with distances in Å.
Positions of all 8 atoms, in Å:
1 N 0.337 0.251 2.551  C2 1.134
2 C 0.267 0.365 1.425  N1 1.134, C3 1.578
3 C 0.313 0.361 -0.152  C2 1.578, Cl4 1.807, Cl5 1.770, N6 1.544
4 Cl -0.001 1.994 -0.861  C3 1.807
5 Cl 1.956 -0.139 -0.576  C3 1.770
6 N -0.536 -0.662 -0.937  C3 1.544, F7 1.334, F8 1.346
7 F -0.510 -1.860 -0.352  N6 1.334
8 F -1.826 -0.310 -1.098  N6 1.346


Molecular formula: C2Cl2F2O
Method: DFT, ωB97M-V with the def2-TZVPD basis set

Summary:
LUMO   -0.077 eV
Frontier orbital gap   9.8 eV
E   -1271.490038 Ha
Strongest force on any atom   0.1158 Eh/bohr
Relative energy (zero: lowest compared OMol25 entry of this formula, charge and spin)   42.4 kcal/mol

Each atom is followed by the atoms it is bonded to, with distances in Å.
Positions of all 7 atoms, in Å:
1 C 1.220 0.090 0.485  O3 1.134, Cl6 1.648
2 C -0.822 0.028 -0.223  F4 1.332, F5 1.382, Cl7 1.834
3 O 1.461 0.196 1.588  C1 1.134
4 F -0.627 -0.738 -1.295  C2 1.332
5 F -1.225 1.304 -0.570  C2 1.382
6 Cl 2.060 -0.195 -0.904  C1 1.648
7 Cl -2.067 -0.685 0.919  C2 1.834


Molecular formula: C2Cl3NO2
Method: DFT, ωB97M-V with the def2-TZVPD basis set

Summary:
LUMO (alpha / beta)   0.297 / -3.077 eV
Frontier orbital gap (alpha / beta)   7.9 / 6.5 eV
Multiplicity   3
E   -1661.730527 Ha
Strongest force on any atom   0.0885 Eh/bohr
Relative energy (zero: lowest compared OMol25 entry of this formula, charge and spin)   0.0 kcal/mol

Each atom is followed by the atoms it is bonded to, with distances in Å.
Positions of all 8 atoms, in Å:
1 C -0.251 0.557 -0.047  C2 1.317, Cl6 1.679
2 C -1.301 -0.225 0.094  C1 1.317, Cl7 1.779, Cl8 1.732
3 N 1.648 -0.291 -0.058  O4 1.152, O5 1.143
4 O 1.658 -1.438 0.053  N3 1.152
5 O 2.376 0.583 -0.168  N3 1.143
6 Cl 0.053 2.204 0.070  C1 1.679
7 Cl -2.890 0.565 -0.016  C2 1.779
8 Cl -1.293 -1.957 0.072  C2 1.732